# C10H9O4

A gas-phase ion, C10H9O4 (charge +1) (wB97M-V/def2-TZVPD, OMol25).

The geometry in ORCA input format:
```
! RIJCOSX wB97M-V def2-TZVPD def2/J DEFGRID3
* xyz 1 1
C 1.2181 -1.2286 0.7388
C 0.1232 -1.5990 0.0567
C 1.5007 0.0930 1.3238
C 0.5779 1.0433 1.4758
C -1.1147 -0.8198 -0.2387
C -1.5326 -0.1110 -1.3672
C 2.7857 0.2852 2.0535
C -3.2010 -0.3352 -0.0623
C 0.3703 0.1760 -2.8252
C -0.1483 2.0309 1.6492
O -2.2383 -0.9860 0.5309
O 3.1846 1.3307 2.4474
O -2.8872 0.1361 -1.1817
O -1.0141 0.3546 -2.4632
H 1.9421 -2.0432 0.8641
H -0.0865 -2.6419 -0.1449
H 3.5473 -0.6276 2.1252
H -4.2493 -0.5851 0.2573
H 0.8539 -0.7623 -3.1323
H 0.5112 0.8459 -3.6335
H 0.8443 0.4026 -1.9268
H -1.0131 2.0134 2.3888
H 0.0260 3.0280 1.0642
*
```

## Properties
**Energy relative to the best compared isomer or geometry (same formula, charge and spin)**: 1.098 eV
**HOMO level**: -12.8 eV

Löwdin atomic charge list, values in e, 6 entries: -0.01 -0.02 -0.17 -0.06 -0.12 -0.20